Arrangement 1

10
Properties=species:S:1:pos:R:3 method="wB97M-V/def2-TZVPD" smiles="O=CON=S.C#C" orbital_gap_ev=7.63
O -0.906 0.199 1.565
C -0.084 -0.597 1.773
O 1.128 -0.624 1.180
N 1.354 0.347 0.027
S 2.788 0.476 -0.609
H 0.076 -1.421 2.550
C -1.189 -0.079 -1.952
C -0.930 0.869 -1.283
H -1.614 -0.671 -2.736
H -0.624 1.501 -0.515

Arrangement 2

10
Properties=species:S:1:pos:R:3 method="wB97M-V/def2-TZVPD" smiles="O=S1#CNC=CO1" orbital_gap_ev=8.31
O 2.147 -0.237 -1.080
S 1.893 -0.039 0.334
C 0.869 -1.612 0.477
N -0.291 -1.202 0.148
C -0.924 0.050 0.052
C -0.387 1.303 0.114
O 0.786 1.713 0.471
H -1.050 -2.017 0.215
H -1.911 -0.032 -0.542
H -1.130 2.072 -0.189

Least stable = arrangement 1

Arrangement 1

12
Properties=species:S:1:pos:R:3 method="wB97M-V/def2-TZVPD" orbital_gap_ev=8.73
O -0.242 -1.566 0.237
C 0.917 -1.229 -0.103
C 1.613 0.005 0.066
C 0.780 1.154 0.167
N -0.500 0.992 0.089
C -1.411 0.204 0.556
S -2.968 0.056 -0.320
H 1.555 -1.994 -0.590
H 2.728 -0.064 -0.220
H 1.244 2.090 0.031
H -1.399 0.114 1.585
H -2.317 0.238 -1.496

Arrangement 2

12
Properties=species:S:1:pos:R:3 method="wB97M-V/def2-TZVPD" smiles="O=CN1CCC1=S" orbital_gap_ev=8.72
O -2.652 -0.857 0.053
C -1.434 -0.952 -0.014
N -0.599 0.120 -0.092
C -0.792 1.529 0.036
C 0.762 1.742 0.017
C 0.783 0.198 -0.083
S 1.922 -0.959 0.027
H -0.947 -1.915 -0.142
H -1.281 1.945 -0.864
H -1.288 1.807 0.912
H 1.152 2.100 0.964
H 1.108 2.324 -0.817

Least stable = arrangement 1

Arrangement 1

12
Properties=species:S:1:pos:R:3 method="wB97M-V/def2-TZVPD" orbital_gap_ev=8.26
C 0.636 -0.107 -0.675
C 1.383 0.296 0.386
C -1.676 0.529 0.639
C -0.583 -0.770 -0.698
N -0.966 0.710 1.677
O -2.765 0.884 0.334
S 0.669 -0.011 1.952
H 0.900 0.309 -1.539
H 2.244 0.949 0.491
H -1.215 -0.768 -1.528
H -0.717 -1.636 -0.091
H -1.405 0.706 2.586

Arrangement 2

12
Properties=species:S:1:pos:R:3 method="wB97M-V/def2-TZVPD" smiles="S=C1C=NOCC1" orbital_gap_ev=7.61
S -2.353 -0.069 -0.089
C -0.681 -0.030 0.184
C 0.267 -1.202 0.224
N 1.567 -1.307 -0.064
O 2.090 -0.068 -0.416
C 1.469 1.043 0.300
C 0.058 1.311 -0.105
H -0.153 -2.142 0.558
H 2.267 1.815 -0.017
H 1.478 0.788 1.456
H -0.164 2.054 0.799
H -0.150 1.545 -1.212

Least stable = arrangement 2

Arrangement 1

12
Properties=species:S:1:pos:R:3 method="wB97M-V/def2-TZVPD" smiles="Cn1ccc(=S)o1" orbital_gap_ev=8.34
C 1.538 -1.009 0.136
N 0.443 -0.258 -0.374
C 0.218 1.062 -0.151
C -1.146 1.262 -0.001
C -1.745 -0.047 -0.070
S -3.314 -0.533 -0.040
O -0.774 -0.924 -0.253
H 1.531 -1.929 -0.479
H 2.499 -0.505 -0.049
H 1.445 -1.128 1.232
H 0.990 1.829 -0.102
H -1.684 2.180 0.150

Arrangement 2

12
Properties=species:S:1:pos:R:3 method="wB97M-V/def2-TZVPD" smiles="C=C(C=S)NC=O" orbital_gap_ev=8.18
C 0.933 -0.092 -1.215
C 0.300 0.340 -0.095
C 0.779 1.559 0.552
S 0.082 2.397 1.757
N -0.692 -0.310 0.627
C -1.275 -1.508 0.256
O -2.411 -1.842 0.498
H 1.795 0.397 -1.595
H 0.706 -1.044 -1.644
H 1.679 1.963 0.080
H -1.255 0.283 1.228
H -0.642 -2.142 -0.449

Least stable = arrangement 1

Arrangement 1

31
Properties=species:S:1:pos:R:3 method="wB97M-V/def2-TZVPD" orbital_gap_ev="7.92 / 7.92"
C -0.785 2.313 1.395
C -0.681 1.381 2.598
C -1.199 -0.067 2.362
C -0.196 -0.831 1.454
C -0.786 -0.989 0.082
O -1.721 -0.290 -0.267
C -0.135 -2.041 -0.816
N 0.289 -3.172 -0.233
C -0.136 -1.844 -2.152
C -0.626 -0.568 -2.727
C -0.125 0.690 -2.694
C 1.055 1.207 -2.037
C 2.072 0.482 -1.416
C 3.089 1.179 -0.729
N 4.029 1.673 -0.231
H -0.131 3.186 1.518
H -0.420 1.707 0.500
H -1.872 2.767 1.439
H -1.267 1.873 3.355
H 0.300 1.282 2.983
H -2.122 -0.046 2.051
H -1.286 -0.607 3.402
H 0.728 -0.219 1.494
H 0.091 -1.769 1.870
H 0.964 -3.775 -0.779
H -0.243 -3.562 0.611
H 0.201 -2.551 -2.799
H -1.438 -0.609 -3.401
H -0.585 1.457 -3.251
H 1.015 2.331 -2.021
H 1.919 -0.589 -1.559

Arrangement 2

31
Properties=species:S:1:pos:R:3 method="wB97M-V/def2-TZVPD" smiles="Cc1c[nH]c2ccccc12.CCC(N)=O" orbital_gap_ev=8.84
C 2.242 0.876 2.482
C 1.700 1.442 1.236
C 2.394 1.856 0.126
N 1.631 1.857 -1.024
C 0.324 1.601 -0.564
C -0.819 1.604 -1.397
C -1.990 1.308 -0.758
C -2.043 1.330 0.660
C -0.937 1.209 1.463
C 0.326 1.348 0.820
H 2.236 1.308 3.486
H 3.216 0.387 2.389
H 1.594 -0.052 2.808
H 3.409 2.222 0.106
H 1.861 2.275 -1.898
H -0.957 1.628 -2.477
H -2.895 1.165 -1.367
H -2.994 1.296 1.260
H -1.021 1.059 2.524
C -2.590 -2.057 -0.578
C -1.137 -1.939 -0.035
C 0.012 -2.698 -0.644
N 1.095 -2.130 -1.220
O -0.082 -3.927 -0.526
H -2.768 -2.838 -1.309
H -2.829 -1.145 -1.159
H -3.224 -2.220 0.293
H -0.914 -0.880 0.120
H -1.273 -2.503 0.881
H 1.789 -2.840 -1.398
H 1.223 -1.138 -1.285

Arrangement 3

31
Properties=species:S:1:pos:R:3 method="wB97M-V/def2-TZVPD" smiles=CCc1c[nH]cn1.Cc1ccc(O)cc1 orbital_gap_ev=9.15
C 0.647 -2.752 1.965
C 0.716 -1.340 1.352
C -0.310 -0.386 1.901
C -0.107 0.830 2.459
N -1.325 1.514 2.503
C -2.218 0.595 1.819
N -1.660 -0.494 1.512
H 0.397 -2.825 3.036
H 1.631 -3.208 1.990
H -0.174 -3.255 1.458
H 1.645 -0.852 1.671
H 0.648 -1.472 0.279
H 0.879 1.145 2.750
H -1.736 1.730 3.407
H -3.173 0.977 1.484
C 2.292 1.429 -0.772
C 1.038 0.934 -1.438
C 1.084 -0.125 -2.345
C -0.093 -0.573 -2.931
C -1.288 0.079 -2.623
O -2.448 -0.156 -3.341
C -1.373 1.099 -1.684
C -0.195 1.412 -1.017
H 2.615 0.899 0.128
H 2.235 2.470 -0.437
H 3.088 1.441 -1.526
H 2.038 -0.397 -2.782
H -0.017 -1.501 -3.487
H -2.360 -1.015 -3.768
H -2.233 1.659 -1.350
H -0.245 2.140 -0.213

Least stable = arrangement 1

Arrangement 1

18
Properties=species:S:1:pos:R:3 method="wB97M-V/def2-TZVPD" smiles=N#[N+][O-].CC(C)C#N.O orbital_gap_ev=11.88
N 1.261 0.315 4.173
N 0.567 -0.359 4.727
O -0.279 -0.885 5.314
C 1.275 -0.750 0.525
C 0.008 0.161 0.734
C -0.917 0.044 -0.402
C -0.727 -0.256 1.890
N -1.435 -0.504 2.766
H 1.624 -0.537 -0.484
H 0.835 -1.864 0.440
H 2.033 -0.686 1.213
H 0.482 1.158 0.777
H -1.196 -0.967 -0.475
H -0.459 0.180 -1.289
H -1.859 0.588 -0.319
O 1.539 -2.573 -3.512
H 2.088 -1.759 -3.688
H 1.695 -3.131 -4.260

Arrangement 2

18
Properties=species:S:1:pos:R:3 method="wB97M-V/def2-TZVPD" orbital_gap_ev=7.56
C 1.813 1.163 -0.021
C 0.551 0.669 0.602
N 0.591 -0.094 1.698
N -0.659 1.230 0.287
H 1.448 -0.565 1.944
H -0.310 -0.442 2.025
H -0.571 1.848 -0.515
H 1.724 1.162 -1.108
H 1.990 2.189 0.317
H 2.669 0.554 0.270
C -1.532 -0.118 -0.168
C -0.152 -1.141 -1.032
O -2.272 0.279 -1.253
N 0.010 -2.362 -0.742
O -1.990 -0.785 0.761
H -3.080 -0.257 -1.228
H -0.408 -2.551 0.183
H 0.179 -0.779 -2.021

Least stable = arrangement 1